# 1
Below is the molecule C3H5P, with properties calculated with wB97M-V/def2-TZVPD.

```
! wB97M-V def2-TZVPD RIJCOSX def2/J DEFGRID3
* xyz 0 1
C 0.14 0.27 0.07
C -1.06 0.21 0.09
C 1.55 0.52 -0.04
P -2.78 0.05 -0.03
H 2.13 0.75 0.81
H 1.91 -0.42 -0.51
H 1.66 1.32 -0.74
H -2.76 1.22 -0.93
H -2.87 0.86 1.11
*
```

Calculated total energy = -458.567879 hartree
Energy above the lowest of the compared OMol25 structures with the same formula, charge and spin = 8.5 kcal/mol
Largest force on an atom = 2.21 eV/A
Kohn-Sham gap = 9.9 eV
HOMO energy = -8.98 eV

---

# 2
Below is a structure of composition C34H40GeN6O4S2Ti, with properties calculated with wB97M-V/def2-TZVPD.

```
! wB97M-V def2-TZVPD RIJCOSX def2/J DEFGRID3
* xyz 2 1
Ti -0.76 -0.15 -0.33
C -2.88 -1.15 2.39
C -3.04 -1.27 1.01
C -3.52 -0.19 0.26
C -3.90 0.99 0.91
C -3.79 1.08 2.29
C -3.27 0.02 3.03
H -2.51 -1.99 2.97
H -2.87 -2.23 0.54
H -3.73 -0.32 -0.80
H -4.34 1.80 0.35
H -4.14 1.97 2.80
H -3.21 0.08 4.11
N -1.29 2.30 -0.44
C -0.93 2.76 0.92
C -0.55 4.23 1.08
C -0.05 4.57 2.50
C -0.84 3.98 3.67
N -0.62 2.54 3.89
C 0.51 1.98 4.33
N 0.65 0.65 4.25
N 1.47 2.72 4.87
C 0.17 1.79 1.33
O 1.32 2.07 1.53
O -0.30 0.54 1.37
H -0.63 2.71 -1.11
H -2.22 2.62 -0.69
H -1.79 2.53 1.55
H -1.43 4.83 0.83
H 0.23 4.48 0.36
H -0.09 5.66 2.61
H 1.00 4.29 2.58
H -1.91 4.09 3.52
H -0.61 4.52 4.59
H -1.37 1.89 3.68
H 0.18 0.16 3.49
H 1.50 0.21 4.56
H 1.32 3.69 5.09
H 2.38 2.33 5.06
O 1.61 2.94 -1.41
C 2.06 2.53 -2.65
C 2.91 3.38 -3.34
C 3.33 3.04 -4.62
C 2.90 1.86 -5.22
C 2.04 1.02 -4.53
C 1.61 1.35 -3.25
C 0.63 0.50 -2.56
O 0.75 0.33 -1.23
N -0.34 -0.04 -3.20
N -1.18 -0.77 -2.32
C -1.79 -1.75 -2.94
S -2.87 -2.81 -2.11
C -3.54 -3.56 -3.62
C -2.40 -3.64 -4.62
S -1.52 -2.05 -4.62
H 1.88 2.30 -0.73
H 3.23 4.30 -2.87
H 3.99 3.70 -5.16
H 3.23 1.60 -6.21
H 1.68 0.10 -4.98
H -4.36 -2.94 -3.98
H -3.92 -4.54 -3.35
H -2.77 -3.81 -5.63
H -1.69 -4.42 -4.35
Ge 0.08 -2.56 0.32
C 0.81 -3.34 -1.31
C 1.80 -2.70 -2.05
C 2.27 -3.25 -3.23
C 1.76 -4.46 -3.69
C 0.78 -5.11 -2.96
C 0.31 -4.56 -1.78
C 1.35 -2.22 1.76
C 1.11 -2.76 3.03
C 1.99 -2.52 4.08
C 3.12 -1.74 3.88
C 3.36 -1.19 2.63
C 2.48 -1.42 1.58
H -0.97 -3.53 0.88
H 2.22 -1.76 -1.71
H 3.05 -2.74 -3.80
H 2.13 -4.89 -4.61
H 0.39 -6.07 -3.30
H -0.45 -5.08 -1.21
H 0.25 -3.39 3.19
H 1.80 -2.97 5.05
H 3.82 -1.59 4.69
H 4.25 -0.59 2.46
H 2.69 -0.98 0.61
*
```

Calculated total energy = -5671.509197 hartree
Energy above the lowest of the compared OMol25 structures with the same formula, charge and spin = 9.6 kcal/mol
Largest force on an atom = 0.47 eV/A
Kohn-Sham gap = 7.0 eV
HOMO energy = -13.07 eV

---

# 3
Below is a structure of composition C34H55HgO23S2, with properties calculated with wB97M-V/def2-TZVPD.

```
! wB97M-V def2-TZVPD RIJCOSX def2/J DEFGRID3
* xyz 2 2
Hg 0.45 3.95 -1.81
C 0.43 -0.43 -0.15
C -0.12 1.06 -0.19
O 0.02 1.77 -1.39
H 1.24 -0.62 -0.85
H -0.33 -1.13 -0.49
H 0.72 -0.68 0.88
H 0.46 1.62 0.54
H -1.16 0.97 0.13
C 0.16 0.03 -4.10
C 1.11 0.25 -5.24
O 0.46 0.01 -6.41
S -1.13 -0.27 -6.23
O -1.59 -1.37 -7.05
O -1.86 0.99 -6.38
O -0.92 -0.67 -4.62
H -0.22 1.00 -3.77
H 0.58 -0.57 -3.29
H 1.96 -0.43 -5.30
H 1.56 1.24 -5.25
C -1.13 -2.88 4.72
C -0.24 -2.13 3.66
O -0.38 -0.71 3.77
S -1.16 -0.41 5.19
O -2.03 0.77 5.06
O -0.17 -0.47 6.28
O -2.04 -1.82 5.00
H -0.54 -3.08 5.61
H -1.65 -3.80 4.46
H -0.49 -2.43 2.64
H 0.81 -2.39 3.79
O -2.03 3.80 -2.21
C -2.99 3.05 -2.33
O -4.20 3.50 -1.96
C -5.14 2.48 -2.04
C -4.36 1.18 -2.39
C -3.05 1.65 -2.97
H -5.87 2.66 -2.83
H -5.78 2.37 -1.16
H -4.87 0.50 -3.07
H -4.18 0.60 -1.48
H -3.16 1.40 -4.02
H -2.30 0.94 -2.61
O 2.83 -2.88 -5.36
C 2.33 -3.48 -4.43
O 1.19 -3.03 -4.02
C 0.48 -3.88 -3.13
C 1.42 -5.09 -2.96
C 2.77 -4.61 -3.53
H -0.46 -4.25 -3.53
H 0.36 -3.49 -2.12
H 1.01 -5.90 -3.56
H 1.53 -5.38 -1.91
H 3.15 -5.41 -4.17
H 3.57 -4.37 -2.84
O -0.70 4.50 0.12
C -1.43 4.30 1.07
O -0.99 3.63 2.15
C -1.99 3.44 3.13
C -3.28 3.98 2.51
C -2.80 4.94 1.38
H -1.82 4.10 3.98
H -2.16 2.37 3.27
H -3.88 4.51 3.24
H -4.02 3.32 2.05
H -2.72 5.95 1.77
H -3.50 4.93 0.55
O -5.64 1.85 1.56
C -4.99 0.78 1.61
O -3.64 0.67 2.16
C -3.14 -0.64 1.97
C -3.98 -1.28 0.86
C -5.33 -0.58 0.89
H -3.21 -1.24 2.88
H -2.10 -0.67 1.65
H -4.11 -2.36 0.99
H -3.59 -1.17 -0.15
H -6.04 -1.04 1.58
H -5.90 -0.62 -0.04
O 3.55 -0.28 4.63
C 2.80 0.65 4.54
O 2.29 1.32 5.68
C 1.78 2.59 5.32
C 1.41 2.45 3.91
C 2.44 1.42 3.33
H 2.47 3.41 5.57
H 0.80 2.78 5.75
H 1.45 3.41 3.38
H 0.39 2.13 3.73
H 3.20 1.87 2.70
H 1.94 0.69 2.69
O 1.29 -4.14 0.55
C 2.35 -3.91 1.12
O 2.90 -4.84 1.99
C 3.93 -4.30 2.90
C 3.79 -2.77 2.62
C 3.24 -2.60 1.16
H 4.93 -4.56 2.54
H 3.81 -4.48 3.97
H 4.75 -2.26 2.69
H 3.12 -2.27 3.32
H 3.97 -2.61 0.36
H 2.61 -1.74 0.91
O 2.55 3.24 -2.71
C 3.43 2.38 -2.86
O 3.98 2.14 -4.10
C 4.87 1.03 -4.09
C 4.43 0.26 -2.78
C 3.99 1.42 -1.85
H 5.88 1.42 -3.96
H 4.66 0.48 -5.01
H 5.22 -0.34 -2.33
H 3.65 -0.48 -2.97
H 4.80 1.95 -1.35
H 3.24 1.15 -1.11
*
```

Calculated total energy = -4008.048977 hartree
Expectation value of S² = 0.75
Largest force on an atom = 5.11 eV/A
Kohn-Sham gap (spin up / spin down) = 5.1 / 4.3 eV
HOMO energy (spin up / spin down) = -14.22 / -14.22 eV

---

# 4
Below is the molecule C3H10Si, with properties calculated with wB97M-V/def2-TZVPD.

```
! wB97M-V def2-TZVPD RIJCOSX def2/J DEFGRID3
* xyz 0 1
C 1.79 -0.31 -0.60
C -0.46 -0.60 1.41
C -1.32 0.67 -1.13
Si 0.15 0.41 -0.02
H 1.55 -1.31 -0.86
H 2.34 0.25 -1.46
H 2.47 -0.28 0.22
H -0.54 -0.02 2.41
H -1.48 -0.89 1.29
H 0.09 -1.58 1.68
H -2.11 0.73 -0.42
H -1.27 1.61 -1.69
H -1.53 -0.19 -1.77
H 0.32 1.50 0.93
*
```

Calculated total energy = -409.771707 hartree
Energy above the lowest of the compared OMol25 structures with the same formula, charge and spin = 0.0 kcal/mol
Largest force on an atom = 3.19 eV/A
Kohn-Sham gap = 11.3 eV
HOMO energy = -10.21 eV